1.
{
  "formula": "C6H9IN3OS3SbV",
  "method": "ωB97M-V with the def2-TZVPD basis set",
  "max_force_ev_per_a": 2.35,
  "homo_energy_ev": [-4.219, -4.410],
  "homo_lumo_gap_ha": [0.2350, 0.2420],
  "molar_mass_g_mol": 535.0,
  "multiplicity": 3,
  "charge": -1,
  "elements": ["V", "S", "Sb", "S", "S", "N", "C", "O", "C", "C", "H", "H", "H", "H", "H", "H", "I", "C", "C", "N", "N", "C", "H", "H", "H"],
  "xyz": [[0.888, -1.008, -0.487], [0.631, -3.873, -0.674], [2.743, -3.177, -0.003], [1.947, -1.335, 1.485], [2.869, -1.409, -1.663], [0.011, -1.404, -3.404], [-0.052, -0.549, -2.359], [-0.766, -0.857, -1.319], [0.508, 0.848, -2.392], [0.998, 1.029, -0.927], [-0.189, -2.363, -3.126], [0.878, -1.335, -3.922], [-0.287, 1.543, -2.684], [1.323, 0.913, -3.111], [0.327, 1.667, -0.350], [2.014, 1.404, -0.868], [-2.032, 3.495, 4.514], [-1.760, 1.829, 3.338], [-0.626, 1.064, 3.233], [-0.922, 0.088, 2.359], [-2.170, 0.165, 1.877], [-2.693, 1.229, 2.470], [0.342, 1.141, 3.699], [-0.272, -0.626, 2.043], [-3.712, 1.524, 2.271]],
  "atomic_forces_ev_per_a": [[1.6027, -0.7819, 1.5345], [-0.2673, 0.2880, 0.0270], [0.1315, 0.2591, -0.0661], [0.2012, -0.0823, 0.7411], [0.3402, -0.1769, -0.3045], [0.0443, -0.1802, -0.0470], [-1.3745, 0.3612, -0.5038], [-0.5423, 0.2527, -1.5986], [0.2613, -0.0418, 0.5691], [-0.3185, 0.0811, -0.3319], [0.0428, 0.0299, 0.0007], [-0.0909, 0.0197, -0.0276], [-0.0097, -0.0035, -0.0731], [0.0084, -0.0141, -0.0658], [-0.0465, 0.0035, 0.0375], [0.0587, 0.0009, -0.0151], [-0.0093, 0.0589, 0.0387], [-0.1616, 0.0096, -0.0740], [0.0490, -0.0644, -0.0483], [-0.1180, 0.1015, 0.0359], [0.1189, 0.1837, 0.2195], [0.0135, -0.1117, -0.0112], [-0.0135, -0.0182, -0.0391], [0.0201, -0.1727, 0.0096], [0.0592, -0.0023, -0.0076]],
  "mulliken_charge": [0.76, -0.67, 0.20, -0.64, -0.54, -0.49, 0.46, -0.59, -0.34, -0.92, 0.26, 0.29, 0.29, 0.31, 0.36, 0.31, 0.07, -0.38, -0.26, 0.47, -0.74, -0.18, 0.45, 0.07, 0.44]
}


2.
{
  "formula": "C25H19Cl2CuF3N2O3PS",
  "method": "ωB97M-V with the def2-TZVPD basis set",
  "max_force_ev_per_a": 0.61,
  "homo_energy_ev": [-3.578, -5.014],
  "homo_lumo_gap_ha": [0.2316, 0.2828],
  "molar_mass_g_mol": 649.9,
  "multiplicity": 2,
  "charge": -1,
  "de_lowest_kcal_mol": 11.3,
  "elements": ["Cu", "N", "C", "C", "C", "C", "C", "C", "P", "C", "C", "C", "C", "C", "C", "C", "C", "C", "C", "C", "C", "H", "H", "H", "H", "H", "H", "H", "H", "H", "H", "H", "H", "H", "H", "H", "H", "F", "C", "F", "F", "S", "O", "O", "O", "Cl", "C", "C", "C", "C", "C", "Cl", "C", "N", "H", "H", "H"],
  "xyz": [[-0.363, -1.470, -1.674], [-1.916, -2.456, 1.181], [-1.967, -1.354, 2.009], [-2.739, -1.391, 3.178], [-2.855, -0.292, 4.004], [-2.192, 0.890, 3.693], [-1.426, 0.937, 2.541], [-1.292, -0.158, 1.688], [-0.283, 0.063, 0.176], [1.252, 0.949, 0.631], [1.802, 0.858, 1.905], [3.027, 1.448, 2.187], [3.717, 2.129, 1.194], [3.174, 2.225, -0.080], [1.947, 1.643, -0.358], [-1.238, 1.609, -0.455], [-0.911, 2.947, -0.230], [-1.715, 3.969, -0.720], [-2.860, 3.670, -1.445], [-3.196, 2.344, -1.678], [-2.387, 1.329, -1.191], [-2.304, -3.294, 1.578], [-1.011, -2.565, 0.721], [-3.255, -2.313, 3.426], [-3.463, -0.356, 4.898], [-2.277, 1.758, 4.333], [-0.918, 1.858, 2.283], [1.275, 0.307, 2.674], [3.448, 1.364, 3.181], [4.677, 2.580, 1.414], [3.710, 2.752, -0.860], [1.522, 1.719, -1.351], [-0.019, 3.201, 0.329], [-1.444, 5.002, -0.535], [-3.482, 4.468, -1.833], [-4.079, 2.095, -2.254], [-2.649, 0.295, -1.395], [-1.063, -2.027, -6.313], [-2.184, -1.975, -5.584], [-2.986, -1.052, -6.124], [-2.795, -3.160, -5.677], [-1.824, -1.561, -3.837], [-1.140, -0.282, -3.886], [-3.123, -1.568, -3.207], [-0.923, -2.646, -3.394], [2.249, -1.123, -2.362], [2.827, -1.622, -0.791], [4.186, -1.826, -0.636], [4.686, -2.258, 0.580], [3.801, -2.489, 1.625], [2.451, -2.268, 1.447], [1.386, -2.561, 2.796], [1.878, -1.811, 0.238], [0.523, -1.629, 0.135], [4.843, -1.645, -1.476], [5.747, -2.421, 0.714], [4.154, -2.836, 2.588]],
  "atomic_forces_ev_per_a": [[0.4408, -0.1615, 0.3914], [-0.0926, 0.1063, 0.0652], [0.1178, -0.0128, -0.0801], [-0.0775, -0.0020, 0.0204], [0.0060, 0.0092, -0.0146], [0.0088, -0.0003, 0.0324], [-0.0238, -0.0606, -0.0265], [0.0659, 0.0096, -0.0175], [-0.0646, -0.0951, -0.2372], [-0.0735, 0.0345, 0.0574], [-0.0217, -0.0092, -0.0043], [-0.0049, -0.0020, -0.0057], [0.0007, -0.0107, 0.0096], [0.0134, 0.0100, 0.0153], [0.0130, -0.0355, -0.0070], [-0.0058, -0.0229, 0.0968], [0.0016, -0.0530, -0.0414], [-0.0049, 0.0052, -0.0132], [0.0087, 0.0287, 0.0102], [0.0060, -0.0407, 0.0045], [0.0236, -0.0047, 0.0214], [0.0435, -0.0582, 0.0131], [0.0119, -0.0359, -0.0208], [-0.0030, 0.0046, -0.0031], [-0.0016, -0.0089, 0.0029], [0.0115, 0.0081, -0.0113], [-0.0073, 0.0332, 0.0011], [0.0241, 0.0136, 0.0131], [-0.0072, -0.0061, -0.0008], [-0.0026, 0.0054, -0.0122], [-0.0117, -0.0047, -0.0099], [0.0172, 0.0081, -0.0229], [-0.0061, 0.0314, 0.0299], [0.0032, -0.0034, 0.0029], [-0.0024, -0.0037, -0.0028], [0.0038, -0.0020, 0.0020], [-0.0188, -0.0152, -0.0311], [-0.0032, -0.0120, -0.0322], [0.1223, -0.0625, -0.0360], [-0.0143, 0.0104, -0.0244], [-0.0059, -0.0251, -0.0344], [-0.1451, 0.1994, 0.4287], [-0.1521, -0.2200, -0.1418], [0.1965, -0.0332, -0.2610], [-0.2571, 0.4201, 0.1069], [0.0816, 0.0092, 0.0007], [-0.1748, 0.0062, -0.0658], [0.0297, 0.0095, -0.0330], [-0.0716, -0.0135, 0.0523], [0.0647, 0.0054, -0.0049], [-0.0502, 0.0455, 0.0158], [0.0078, -0.0068, -0.0008], [-0.0150, -0.1229, -0.0109], [0.0008, 0.1292, -0.1747], [-0.0063, -0.0016, 0.0004], [0.0011, 0.0028, -0.0093], [-0.0002, 0.0009, -0.0030]],
  "mulliken_charge": [-0.54, -0.33, 0.53, -0.74, -0.59, -1.09, -0.38, 0.35, 2.57, 0.40, -0.52, -0.82, -0.55, -0.88, -0.32, 1.03, -0.09, -0.73, -0.47, -0.86, -0.70, 0.27, 0.20, 0.30, 0.36, 0.42, 0.34, 0.48, 0.41, 0.37, 0.41, 0.57, 0.32, 0.39, 0.37, 0.43, 0.20, -0.23, 0.36, -0.22, -0.23, 1.75, -0.57, -0.65, -0.75, -0.22, 1.00, -0.72, -0.44, -0.66, 0.73, -0.22, -1.22, -1.01, 0.41, 0.38, 0.41]
}


3.
{
  "formula": "C40H54N7O3RbSSe2",
  "method": "ωB97M-V with the def2-TZVPD basis set",
  "max_force_ev_per_a": 1.45,
  "homo_energy_ev": -1.392,
  "homo_lumo_gap_ha": 0.1839,
  "molar_mass_g_mol": 956.4,
  "charge": -2,
  "de_lowest_kcal_mol": 31.8,
  "elements": ["Rb", "C", "C", "C", "C", "C", "C", "C", "C", "C", "C", "C", "C", "H", "H", "H", "H", "H", "H", "H", "H", "H", "H", "H", "H", "H", "H", "H", "H", "H", "H", "C", "C", "N", "C", "S", "N", "N", "C", "C", "C", "C", "C", "C", "C", "N", "H", "H", "H", "H", "H", "H", "H", "H", "H", "H", "H", "H", "H", "O", "C", "C", "C", "O", "C", "Se", "C", "Se", "H", "H", "H", "H", "H", "H", "H", "H", "H", "H", "C", "C", "C", "C", "C", "N", "C", "O", "N", "C", "C", "C", "C", "N", "C", "C", "C", "H", "H", "H", "H", "H", "H", "H", "H", "H", "H", "H", "H", "H"],
  "xyz": [[0.003, -1.020, 1.316], [2.329, -4.481, -0.839], [2.700, -3.015, -0.865], [2.353, -2.225, -1.966], [1.460, -2.797, -3.043], [2.822, -0.911, -2.064], [2.516, -0.111, -3.311], [3.587, -0.360, -1.031], [4.061, 1.074, -1.112], [3.889, -1.136, 0.093], [4.752, -0.575, 1.201], [3.420, -2.452, 0.194], [3.679, -3.243, 1.455], [1.356, -4.653, -0.369], [3.065, -5.056, -0.281], [2.290, -4.890, -1.848], [0.753, -3.510, -2.622], [2.038, -3.313, -3.818], [0.875, -2.016, -3.526], [1.514, 0.331, -3.264], [2.555, -0.744, -4.198], [3.231, 0.695, -3.455], [3.347, 1.692, -1.651], [5.035, 1.151, -1.611], [4.138, 1.513, -0.122], [4.142, -0.106, 1.979], [5.443, 0.175, 0.823], [5.339, -1.363, 1.670], [2.984, -4.069, 1.571], [3.545, -2.621, 2.339], [4.700, -3.643, 1.477], [0.523, 6.065, 2.432], [1.100, 4.851, 3.159], [1.536, 3.808, 2.252], [0.625, 2.890, 1.735], [1.087, 2.112, 0.264], [-0.502, 2.780, 2.367], [-1.292, 1.707, 2.100], [-2.534, 1.939, 1.907], [-3.073, 3.344, 1.855], [-3.418, 0.760, 1.729], [-4.621, 0.839, 1.033], [-5.368, -0.314, 0.833], [-4.910, -1.513, 1.340], [-3.714, -1.498, 2.048], [-2.988, -0.404, 2.240], [0.161, 6.813, 3.142], [-0.308, 5.750, 1.800], [1.279, 6.533, 1.796], [0.338, 4.414, 3.801], [1.945, 5.150, 3.786], [2.203, 4.087, 1.550], [-2.387, 3.977, 1.293], [-3.129, 3.750, 2.870], [-4.064, 3.402, 1.410], [-4.963, 1.779, 0.623], [-6.291, -0.268, 0.266], [-5.428, -2.448, 1.175], [-3.324, -2.416, 2.469], [0.546, -7.050, 2.606], [-0.757, -6.896, 3.139], [-1.487, -5.598, 2.731], [-2.980, -5.819, 3.015], [-3.578, -6.861, 2.259], [-1.057, -4.424, 3.623], [0.896, -4.113, 3.817], [-1.197, -5.294, 1.251], [-2.671, -4.573, 0.128], [1.038, -6.257, 2.906], [-0.719, -6.926, 4.239], [-1.342, -7.749, 2.792], [-3.509, -4.879, 2.827], [-3.108, -6.073, 4.073], [-3.559, -6.527, 1.341], [-1.456, -4.559, 4.631], [-1.469, -3.495, 3.219], [-0.852, -6.192, 0.745], [-0.387, -4.567, 1.201], [1.866, 7.725, -0.864], [1.205, 6.518, -1.479], [1.705, 5.238, -1.271], [1.094, 4.129, -1.829], [-0.051, 4.269, -2.608], [-0.637, 3.083, -3.098], [-1.644, 2.965, -4.011], [-2.146, 3.892, -4.634], [-2.071, 1.679, -4.251], [-1.915, 0.468, -3.550], [-2.195, -0.722, -4.221], [-2.132, -1.919, -3.536], [-1.773, -1.906, -2.190], [-1.484, -0.774, -1.559], [-1.562, 0.382, -2.214], [-0.560, 5.546, -2.837], [0.070, 6.645, -2.272], [2.482, 7.436, -0.013], [1.121, 8.443, -0.519], [2.510, 8.234, -1.586], [2.581, 5.093, -0.649], [1.475, 3.138, -1.605], [-0.252, 2.234, -2.710], [-2.703, 1.648, -5.034], [-2.477, -0.691, -5.269], [-2.360, -2.856, -4.026], [-1.764, -2.818, -1.597], [-1.354, 1.266, -1.616], [-1.442, 5.670, -3.441], [-0.345, 7.632, -2.447]],
  "atomic_forces_ev_per_a": [[-0.1315, -0.1505, 0.0530], [-0.0908, 0.1257, 0.0508], [-0.0336, -0.0982, 0.0455], [-0.0216, 0.0020, -0.0365], [0.0522, 0.0492, 0.0576], [0.0165, -0.0134, 0.0019], [0.0132, -0.0097, 0.1035], [-0.0320, -0.0024, 0.0046], [0.0090, -0.0990, -0.0004], [0.0407, -0.0005, -0.0258], [-0.0932, -0.0244, -0.0413], [0.0394, 0.0495, 0.0196], [0.0648, -0.0308, -0.1071], [0.0159, -0.0503, -0.0067], [-0.0236, -0.0201, 0.0151], [-0.0237, -0.0063, 0.0036], [0.0016, -0.0199, -0.0233], [-0.0262, -0.0099, -0.0171], [0.0029, -0.0167, -0.0135], [-0.0028, 0.0086, -0.0441], [-0.0388, 0.0203, -0.0110], [-0.0204, 0.0110, -0.0213], [0.0482, 0.0294, -0.0329], [-0.0188, 0.0160, 0.0020], [0.0077, 0.0289, 0.0004], [0.0328, 0.0234, 0.0112], [0.0088, 0.0074, 0.0226], [-0.0108, 0.0120, 0.0280], [-0.0203, 0.0294, 0.0341], [0.0209, -0.0070, 0.0138], [0.0017, 0.0062, 0.0075], [0.0064, -0.0827, 0.0402], [-0.0364, 0.0176, -0.0530], [0.0032, 0.0129, -0.0690], [-0.2640, 0.0147, -0.1139], [-0.0436, -1.0294, 1.0181], [0.0470, 0.3780, 0.4615], [0.0912, -0.3727, -0.4638], [0.1342, 0.2440, 0.0344], [-0.0593, -0.0581, 0.0079], [-0.1149, -0.1543, -0.0567], [0.0336, 0.0479, 0.0107], [-0.0007, -0.0117, -0.0128], [-0.0431, 0.0310, -0.0497], [-0.0016, 0.0447, 0.0228], [0.0768, -0.0368, 0.0008], [-0.0015, 0.0150, -0.0117], [-0.0035, 0.0267, -0.0148], [-0.0394, 0.0006, 0.0041], [0.0484, -0.0063, 0.0560], [0.0054, -0.0020, -0.0034], [0.0150, -0.0003, 0.0335], [-0.0147, 0.0191, -0.0004], [0.0315, 0.0223, -0.0164], [-0.0012, -0.0160, 0.0306], [0.0253, -0.0107, -0.0159], [0.0004, -0.0086, 0.0056], [0.0322, -0.0200, 0.0247], [0.0247, -0.0601, -0.0654], [0.0176, -0.0895, 0.0283], [-0.0174, 0.0604, 0.1025], [0.0929, -0.0535, 0.0936], [0.0196, 0.0154, 0.0577], [0.0382, -0.0303, -0.0674], [0.2251, 0.0834, -0.0627], [-0.0003, 0.2814, -0.1161], [-0.1569, 0.0218, -0.2954], [-0.0529, 0.1141, 0.0164], [0.0005, 0.0586, -0.0107], [-0.0308, -0.0354, 0.0095], [-0.0006, -0.0006, -0.0346], [0.0088, 0.0387, 0.0340], [0.0102, -0.0854, -0.0169], [-0.0520, 0.0694, -0.0175], [-0.0594, -0.0014, -0.0188], [-0.1766, -0.0700, 0.0193], [0.0424, -0.0373, 0.0560], [0.1130, -0.1223, 0.0887], [-0.0163, -0.0680, -0.1080], [-0.0124, 0.0021, 0.0567], [-0.0647, 0.0205, -0.0944], [0.1020, 0.1087, -0.5598], [0.0868, 0.2683, -0.0486], [-0.0136, 0.0863, -0.0461], [0.2282, 0.1898, 0.1747], [0.0908, -0.0299, 0.0350], [-0.2188, -0.2747, -0.2466], [-0.0288, -0.0032, -0.1678], [0.0019, -0.0465, -0.0169], [-0.0076, 0.1306, 0.0306], [-0.0674, 0.0396, -0.1116], [0.1153, -0.1365, 0.2539], [0.0558, 0.1432, 0.3496], [-0.0636, -0.0887, 0.0323], [0.0169, 0.0340, 0.0192], [0.0184, 0.0292, -0.0003], [0.0094, 0.0203, 0.0285], [0.0136, 0.0196, 0.0117], [0.0323, -0.0332, 0.0175], [0.0529, 0.5064, -0.3993], [0.0221, 0.1457, -0.0646], [-0.0159, 0.0530, 0.0399], [0.0196, -0.0082, 0.0074], [-0.0048, -0.0063, 0.0182], [0.0399, -0.0449, 0.0221], [-0.0827, -0.1521, 0.0514], [-0.0498, 0.0074, -0.0446], [-0.0199, 0.0059, -0.0037]],
  "mulliken_charge": [0.65, -2.47, 0.58, 1.72, -2.39, 0.59, -2.26, 1.79, -2.02, 0.61, -2.31, 1.59, -2.05, 0.43, 0.57, 0.46, 0.47, 0.35, 0.31, 0.17, 0.48, 0.61, -0.03, 0.39, 0.40, 0.32, 0.50, 0.43, 0.11, 0.44, 0.31, -0.59, -0.65, -0.23, 0.00, -0.13, -0.69, 0.19, 0.08, -1.11, 0.79, -0.67, -0.66, -0.42, 0.37, -0.34, 0.41, 0.15, -0.03, 0.36, 0.38, 0.21, 0.15, 0.27, 0.37, 0.22, 0.38, 0.44, -0.06, -0.50, -1.37, 2.20, -1.23, -0.63, -0.70, -0.69, -0.55, -0.49, 0.28, 0.22, 0.53, 0.14, 0.56, 0.34, 0.49, -0.35, 0.45, -0.27, -1.69, 0.56, -0.26, 0.70, 0.23, 0.25, 0.34, -0.76, 0.04, 0.45, -0.48, -0.79, -0.63, 0.43, -1.60, -0.45, -0.87, 0.30, 0.36, 0.39, 0.37, -0.55, -0.44, 0.27, 0.35, 0.49, 0.11, 1.68, 0.46, 0.36]
}